Entry 1:
C24H38As3N4O4RbS | the ωB97M-V functional and the def2-TZVPD basis

XYZ file:
```
75
Properties=species:S:1:pos:R:3
Rb 1.88 -0.78 0.65
C -2.44 -1.89 1.84
As -1.34 -1.97 0.23
C -1.04 -3.90 0.22
C -2.81 -1.80 -1.08
C -2.40 -1.43 -2.52
C -3.66 -1.55 -3.38
C -1.93 0.04 -2.59
As -0.11 0.57 -2.02
C 0.01 2.16 -3.18
C -0.56 1.59 -0.41
C -1.31 -2.42 -2.97
As -0.56 -2.59 -4.80
C -2.04 -3.52 -5.70
C -0.82 -0.84 -5.66
H -3.28 -2.59 1.77
H -2.82 -0.88 1.98
H -1.82 -2.15 2.69
H -1.98 -4.45 0.27
H -0.43 -4.14 1.10
H -0.49 -4.21 -0.67
H -3.49 -1.04 -0.69
H -3.36 -2.75 -1.09
H -4.45 -0.91 -2.98
H -4.03 -2.57 -3.38
H -3.47 -1.25 -4.41
H -2.63 0.68 -2.03
H -1.98 0.37 -3.63
H -0.95 2.68 -3.21
H 0.30 1.87 -4.19
H 0.77 2.83 -2.77
H -1.40 2.26 -0.61
H 0.29 2.19 -0.09
H -0.84 0.90 0.39
H -1.66 -3.43 -2.77
H -0.43 -2.27 -2.35
H -2.22 -4.47 -5.19
H -1.74 -3.74 -6.72
H -2.96 -2.95 -5.71
H -0.18 -0.09 -5.20
H -1.85 -0.50 -5.66
H -0.49 -0.96 -6.70
C -0.26 2.39 3.22
C 0.17 1.07 3.75
N 0.40 -0.03 3.07
C 0.81 -0.98 3.99
C 0.83 -0.42 5.24
N 0.40 0.87 5.07
C 1.20 -0.82 6.63
O 1.56 -2.05 6.82
O 1.16 0.04 7.50
C 1.16 -2.41 3.63
O 1.48 -3.15 4.59
O 1.11 -2.74 2.43
H -0.54 2.30 2.18
H 0.55 3.11 3.30
H -1.11 2.78 3.79
H 0.33 1.52 5.83
H 1.52 -2.57 5.90
N 3.34 1.39 4.04
C 3.44 2.12 2.92
N 3.15 1.69 1.73
C 3.32 2.70 0.79
C 3.13 2.58 -0.58
C 3.34 3.68 -1.40
C 3.73 4.91 -0.86
C 3.94 5.04 0.50
C 3.73 3.94 1.31
S 3.92 3.81 3.03
H 3.04 0.43 3.99
H 3.67 1.74 4.92
H 2.83 1.64 -1.02
H 3.19 3.59 -2.46
H 3.89 5.75 -1.52
H 4.26 5.99 0.92
```

Values from the calculation:
Electronic energy in Eh: -8587.0220
Lowest unoccupied orbital energy in eV: 0.0
Orbital gap in eV: 8.49
Highest occupied orbital energy in eV: -8.5

Computed Mulliken charges, given in elementary charges:
1. Rb 0.88
2. C -1.18
3. As 0.47
4. C -1.24
5. C -1.90
6. C 2.80
7. C -2.04
8. C -1.79
9. As 0.24
10. C -1.29
11. C -0.81
12. C -1.98
13. As 0.35
14. C -1.14
15. C -0.85
16. H 0.47
17. H 0.34
18. H 0.24
19. H 0.38
20. H 0.39
21. H 0.34
22. H 0.51
23. H 0.58
24. H 0.43
25. H 0.45
26. H 0.29
27. H 0.63
28. H 0.62
29. H 0.41
30. H 0.37
31. H 0.31
32. H 0.51
33. H 0.41
34. H -0.05
35. H 0.64
36. H 0.31
37. H 0.32
38. H 0.40
39. H 0.31
40. H 0.02
41. H 0.28
42. H 0.44
43. C -1.18
44. C 0.00
45. N 0.35
46. C 0.09
47. C 0.11
48. N 0.09
49. C 0.49
50. O -0.58
51. O -0.67
52. C 0.42
53. O -0.86
54. O -0.60
55. H -0.02
56. H 0.25
57. H 0.45
58. H 0.24
59. H 0.47
60. N -0.24
61. C 0.46
62. N -0.14
63. C -0.45
64. C -0.22
65. C -0.76
66. C -0.60
67. C -0.48
68. C 0.98
69. S -0.30
70. H 0.12
71. H 0.19
72. H 0.31
73. H 0.45
74. H 0.38
75. H 0.40



Entry 2:
C24H38AsCdF4N3SSi | the ωB97M-V functional and the def2-TZVPD basis

XYZ file:
```
73
Properties=species:S:1:pos:R:3
Cd 0.09 0.33 -0.68
C -2.00 -0.35 -3.33
C -2.86 0.32 -2.26
N -2.16 1.25 -1.34
C -3.11 1.62 -0.28
C -2.52 2.31 0.95
C -1.68 2.42 -2.09
C -0.57 3.22 -1.42
N 0.56 2.36 -1.11
C 1.76 2.91 -0.75
C 2.87 2.07 -0.55
F 2.70 0.74 -0.71
C 4.13 2.51 -0.21
F 5.10 1.61 -0.05
C 4.40 3.86 -0.03
C 3.33 4.71 -0.21
F 3.51 6.03 -0.03
C 2.06 4.27 -0.54
F 1.10 5.22 -0.62
H -2.62 -1.05 -3.89
H -1.18 -0.91 -2.88
H -1.59 0.36 -4.05
H -3.30 -0.47 -1.64
H -3.70 0.85 -2.74
H -3.58 0.69 0.04
H -3.90 2.24 -0.72
H -1.54 1.92 1.21
H -3.19 2.15 1.80
H -2.42 3.39 0.81
H -2.52 3.09 -2.31
H -1.28 2.07 -3.04
H -0.95 3.74 -0.54
H -0.29 4.00 -2.14
H 5.38 4.22 0.23
C -1.96 -3.77 -1.41
Si -1.03 -2.75 -0.16
C -0.39 -3.95 1.14
C -2.29 -1.64 0.71
N 0.14 -1.76 -0.92
C 1.17 -2.24 -1.74
C 1.76 -1.42 -2.72
C 2.79 -1.87 -3.54
C 3.26 -3.17 -3.42
C 2.68 -4.01 -2.47
C 1.66 -3.55 -1.65
H -2.66 -4.46 -0.91
H -1.28 -4.37 -2.03
H -2.54 -3.13 -2.09
H -1.18 -4.18 1.86
H 0.47 -3.53 1.68
H -0.06 -4.90 0.70
H -3.28 -1.76 0.26
H -2.03 -0.58 0.67
H -2.37 -1.91 1.77
H 1.41 -0.40 -2.85
H 3.21 -1.20 -4.27
H 4.06 -3.53 -4.06
H 3.04 -5.02 -2.36
H 1.25 -4.22 -0.91
C 1.27 -1.50 4.55
As 0.39 0.11 3.99
C -1.47 -0.19 4.36
C 0.95 1.47 5.24
S 0.89 0.71 2.06
H 0.94 -1.78 5.55
H 2.34 -1.31 4.55
H 1.05 -2.28 3.84
H -1.64 -0.10 5.44
H -1.74 -1.19 4.04
H -2.06 0.54 3.82
H 0.68 1.20 6.26
H 0.47 2.40 4.95
H 2.02 1.57 5.14
```

Values from the calculation:
Electronic energy in Eh: -4592.2673
Lowest unoccupied orbital energy in eV: 0.2
Orbital gap in eV: 7.36
Highest occupied orbital energy in eV: -7.1

Computed Mulliken charges, given in elementary charges:
1. Cd 1.99
2. C -1.58
3. C -0.55
4. N 1.19
5. C -1.14
6. C -1.04
7. C -1.56
8. C -0.62
9. N -0.15
10. C 0.14
11. C 0.00
12. F -0.33
13. C -0.14
14. F -0.31
15. C -0.47
16. C -0.03
17. F -0.33
18. C 0.59
19. F -0.34
20. H 0.46
21. H 0.19
22. H 0.37
23. H 0.31
24. H 0.41
25. H 0.52
26. H 0.43
27. H -0.01
28. H 0.41
29. H 0.35
30. H 0.24
31. H 0.44
32. H 0.32
33. H 0.65
34. H 0.49
35. C -1.10
36. Si -0.17
37. C -1.35
38. C -0.39
39. N 0.25
40. C 0.86
41. C -0.50
42. C -0.96
43. C -0.57
44. C -0.68
45. C -0.23
46. H 0.39
47. H 0.37
48. H 0.22
49. H 0.43
50. H 0.29
51. H 0.44
52. H 0.41
53. H -0.49
54. H 0.36
55. H 0.26
56. H 0.38
57. H 0.37
58. H 0.38
59. H 0.18
60. C -0.88
61. As 0.63
62. C -0.92
63. C -1.14
64. S -0.67
65. H 0.41
66. H 0.35
67. H 0.16
68. H 0.42
69. H 0.31
70. H 0.19
71. H 0.41
72. H 0.35
73. H 0.36



Entry 3:
C24H38AsCrN4S2 | the ωB97M-V functional and the def2-TZVPD basis

XYZ file:
```
70
Properties=species:S:1:pos:R:3
Cr -0.18 1.67 0.67
N 0.18 2.12 -1.44
C -0.81 3.06 -1.97
C -2.15 2.74 -1.32
N -2.03 2.69 0.14
C -2.31 3.96 0.80
C -1.10 4.89 0.78
N 0.09 4.12 1.13
H 1.11 2.38 -1.77
H -0.04 1.21 -1.84
H -0.91 2.98 -3.06
H -0.48 4.07 -1.73
H -2.46 1.75 -1.67
H -2.90 3.48 -1.64
H -2.72 2.01 0.47
H -2.56 3.76 1.84
H -3.17 4.47 0.33
H -1.29 5.72 1.48
H -0.97 5.33 -0.22
H 0.11 3.98 2.13
H 0.93 4.64 0.88
C 3.60 -2.17 -3.94
C 2.19 -2.16 -3.32
C 1.36 -1.08 -4.00
C 1.50 -3.51 -3.56
C 2.32 -1.93 -1.82
C 3.04 -2.85 -1.05
C 3.20 -2.69 0.31
C 2.60 -1.60 0.92
S 2.60 -1.18 2.61
C 1.50 0.12 2.24
N 1.22 0.29 0.95
C 1.84 -0.67 0.18
C 1.75 -0.84 -1.20
C 0.73 0.82 3.22
C 0.98 0.73 4.59
C 0.11 1.31 5.48
C -1.03 1.94 4.99
C -1.27 2.00 3.62
C -0.40 1.48 2.67
H 3.53 -2.30 -5.01
H 4.20 -2.98 -3.53
H 4.11 -1.23 -3.73
H 1.31 -1.28 -5.07
H 1.82 -0.10 -3.88
H 0.34 -1.06 -3.61
H 1.36 -3.67 -4.63
H 0.52 -3.53 -3.08
H 2.09 -4.34 -3.17
H 3.47 -3.72 -1.52
H 3.77 -3.39 0.90
H 1.21 -0.11 -1.77
H 1.86 0.20 4.93
H 0.29 1.26 6.54
H -1.74 2.39 5.68
H -2.20 2.46 3.31
C -3.91 -2.53 0.62
As -2.00 -2.21 0.42
C -1.29 -1.99 2.22
C -1.32 -3.93 -0.22
S -1.69 -0.64 -0.91
H -4.09 -3.41 1.22
H -4.35 -2.67 -0.38
H -4.39 -1.66 1.08
H -1.79 -2.68 2.89
H -1.45 -0.97 2.57
H -0.22 -2.20 2.23
H -1.65 -4.69 0.48
H -0.23 -3.92 -0.27
H -1.73 -4.14 -1.21
```

Values from the calculation:
Electronic energy in Eh: -5232.8485
2S+1: 5
Net charge: +1
Lowest unoccupied orbital energy (alpha / beta) in eV: -2.6 / -2.7
Orbital gap (alpha / beta) in eV: 7.17 / 8.01
<S²>: 6.02
Highest occupied orbital energy (alpha / beta) in eV: -9.7 / -10.7

Computed natural (NBO) charges, given in elementary charges:
1. Cr 1.14
2. N -0.87
3. C -0.22
4. C -0.24
5. N -0.66
6. C -0.22
7. C -0.22
8. N -0.87
9. H 0.39
10. H 0.39
11. H 0.21
12. H 0.20
13. H 0.23
14. H 0.21
15. H 0.40
16. H 0.21
17. H 0.20
18. H 0.20
19. H 0.19
20. H 0.38
21. H 0.38
22. C -0.59
23. C -0.08
24. C -0.61
25. C -0.60
26. C 0.01
27. C -0.15
28. C -0.22
29. C -0.23
30. S 0.44
31. C 0.14
32. N -0.58
33. C 0.18
34. C -0.24
35. C -0.22
36. C -0.16
37. C -0.22
38. C -0.18
39. C -0.27
40. C -0.34
41. H 0.22
42. H 0.21
43. H 0.21
44. H 0.22
45. H 0.20
46. H 0.22
47. H 0.22
48. H 0.21
49. H 0.21
50. H 0.21
51. H 0.23
52. H 0.20
53. H 0.21
54. H 0.23
55. H 0.22
56. H 0.18
57. C -0.95
58. As 1.46
59. C -0.96
60. C -0.96
61. S -0.75
62. H 0.24
63. H 0.26
64. H 0.25
65. H 0.25
66. H 0.26
67. H 0.25
68. H 0.24
69. H 0.25
70. H 0.25